Entry 1:
{
  "formula": "C30H59O18P",
  "method": "wB97M-V/def2-TZVPD",
  "symbols": ["C", "C", "O", "P", "O", "O", "C", "O", "C", "O", "C", "C", "O", "H", "H", "H", "H", "H", "H", "H", "H", "H", "H", "H", "C", "C", "O", "C", "C", "O", "H", "H", "H", "H", "H", "H", "H", "H", "C", "C", "O", "C", "C", "O", "H", "H", "H", "H", "H", "H", "H", "H", "C", "C", "O", "C", "C", "O", "H", "H", "H", "H", "H", "H", "H", "H", "C", "C", "O", "C", "C", "O", "H", "H", "H", "H", "H", "H", "H", "H", "C", "C", "O", "C", "C", "O", "H", "H", "H", "H", "H", "H", "H", "H", "C", "C", "O", "C", "C", "O", "H", "H", "H", "H", "H", "H", "H", "H"],
  "positions_angstrom": [[-0.45566, 4.77803, -0.15266], [-0.66204, 4.86877, -1.46803], [0.07022, 4.10480, -2.38244], [-0.48094, 2.58019, -2.42477], [-0.25148, 1.94550, -3.71072], [0.24015, 1.86007, -1.22917], [1.30783, 0.96346, -1.63328], [-2.01311, 2.64082, -1.95969], [-2.96855, 2.26046, -2.94528], [-3.33425, 0.91090, -2.79221], [-3.10198, 0.38175, -1.52569], [-3.93560, 0.81599, -0.35567], [-2.24837, -0.46854, -1.40553], [-1.28209, 4.69287, 0.53471], [0.55434, 4.73502, 0.23142], [-1.41232, 5.55304, -1.84157], [2.13338, 1.54627, -2.02278], [1.65384, 0.48996, -0.72173], [0.98705, 0.17035, -2.29324], [-3.85002, 2.87204, -2.74953], [-2.64905, 2.47120, -3.95703], [-4.98736, 0.56603, -0.44183], [-3.83039, 1.88401, -0.19110], [-3.55231, 0.33990, 0.52635], [5.48699, -1.18092, -3.98803], [5.15878, 0.29299, -4.10222], [4.65981, 0.81787, -2.87018], [5.43574, 1.21779, -1.85370], [6.91460, 0.90611, -1.87956], [4.92254, 1.76427, -0.91439], [6.27297, -1.36515, -3.25519], [5.81487, -1.57447, -4.95070], [4.60655, -1.73541, -3.66146], [6.00134, 0.88692, -4.46132], [4.35221, 0.43023, -4.82012], [7.09643, 0.01546, -1.27973], [7.44862, 1.74467, -1.44054], [7.32156, 0.75827, -2.87670], [0.77735, 1.87280, -7.11046], [-0.45216, 2.71175, -6.84121], [-0.60569, 3.75725, -7.81332], [-1.16885, 3.57135, -9.01745], [-1.46615, 2.16586, -9.49040], [-1.37502, 4.52131, -9.72006], [0.72045, 1.36671, -8.07526], [0.89838, 1.12116, -6.33059], [1.66527, 2.50554, -7.13274], [-1.36134, 2.11230, -6.77224], [-0.33875, 3.21419, -5.88485], [-0.65990, 1.83901, -10.14501], [-2.39640, 2.18859, -10.05303], [-1.59447, 1.44197, -8.68961], [-0.91506, -3.30735, 0.87759], [-0.48138, -4.02806, -0.38204], [0.22592, -3.16041, -1.26652], [1.53258, -2.87877, -1.15574], [2.29388, -3.31483, 0.07501], [2.05263, -2.22732, -2.01732], [-0.06106, -2.94320, 1.44959], [-1.49938, -3.97147, 1.51593], [-1.52335, -2.43968, 0.62035], [0.10216, -4.92732, -0.17409], [-1.36080, -4.34924, -0.93699], [2.35460, -2.47430, 0.76482], [3.29793, -3.59889, -0.23092], [1.86215, -4.17079, 0.58814], [-5.43135, -0.82600, 5.85929], [-4.36528, -1.03664, 4.80789], [-4.69419, -0.39146, 3.57206], [-4.46797, 0.90738, 3.33203], [-4.05216, 1.81641, 4.46501], [-4.65602, 1.33420, 2.22498], [-5.55080, 0.22957, 6.10955], [-5.18151, -1.36946, 6.77044], [-6.39336, -1.18086, 5.49557], [-3.37356, -0.72919, 5.14636], [-4.29797, -2.09695, 4.57032], [-4.93220, 2.34158, 4.83252], [-3.34082, 2.54029, 4.07418], [-3.56652, 1.30608, 5.29269], [8.11630, 3.65870, 2.10977], [7.21277, 2.54566, 1.61868], [7.82520, 1.26055, 1.77389], [7.81618, 0.56652, 2.92474], [7.33912, 1.23605, 4.19344], [8.23993, -0.55458, 2.93218], [8.33157, 3.56737, 3.17468], [7.65385, 4.63027, 1.93446], [9.07269, 3.62546, 1.58728], [6.22889, 2.56298, 2.08772], [7.04354, 2.65716, 0.55178], [8.20600, 1.58315, 4.75347], [6.80434, 0.49673, 4.78461], [6.65881, 2.06837, 4.03143], [-4.96990, -6.24747, 6.48427], [-5.65288, -5.10683, 7.21000], [-6.10283, -4.09421, 6.30608], [-7.26404, -4.16614, 5.62166], [-8.03918, -5.46278, 5.61206], [-7.62918, -3.21861, 4.98652], [-5.64801, -6.75433, 5.79818], [-4.58998, -6.98029, 7.19632], [-4.13677, -5.87053, 5.89093], [-6.47183, -5.44551, 7.84627], [-4.93600, -4.61120, 7.86254], [-7.80606, -6.00285, 4.69576], [-9.09924, -5.22221, 5.62495], [-7.84748, -6.10613, 6.46722]],
  "mulliken_charge": [-0.590, -0.186, -0.323, 0.778, -0.539, -0.261, -0.821, -0.123, -0.352, -0.400, 0.676, -0.690, -0.471, 0.252, 0.274, 0.340, 0.362, 0.236, 0.369, 0.302, 0.371, 0.381, 0.338, 0.050, -0.849, -0.390, -0.325, 0.879, -1.069, -0.571, 0.284, 0.380, 0.165, 0.358, 0.312, 0.277, 0.232, 0.380, -0.969, -0.164, -0.375, 0.699, -0.871, -0.576, 0.337, 0.276, 0.312, 0.339, 0.119, 0.247, 0.300, 0.308, -0.723, -0.507, -0.357, 0.815, -1.098, -0.525, 0.269, 0.359, 0.103, 0.384, 0.336, 0.231, 0.354, 0.373, -0.856, -0.399, -0.396, 0.840, -1.132, -0.552, 0.347, 0.277, 0.236, 0.355, 0.302, 0.282, 0.305, 0.390, -1.096, -0.090, -0.356, 0.712, -0.893, -0.576, 0.305, 0.366, 0.315, 0.349, 0.054, 0.255, 0.297, 0.320, -1.007, -0.413, -0.356, 0.885, -1.225, -0.519, 0.276, 0.374, 0.305, 0.362, 0.340, 0.289, 0.332, 0.359],
  "smiles": "C=CO[P@@](=O)(OC)OCOC(C)=O.CCOC(C)=O.CCOC(C)=O.CCOC(C)=O.CCOC(C)=O.CCOC(C)=O.CCOC(C)=O",
  "lumo_energy_ev": 0.370,
  "e_homo_ev": -9.028,
  "orbital_gap_ev": 9.40
}



Entry 2:
{
  "formula": "C4H10NO2",
  "method": "wB97M-V/def2-TZVPD",
  "symbols": ["C", "C", "C", "C", "N", "O", "O", "H", "H", "H", "H", "H", "H", "H", "H", "H", "H"],
  "positions_angstrom": [[-2.85476, -1.24050, -0.00845], [-1.50696, 0.38425, 0.03167], [1.64770, 1.13783, -0.25124], [0.77106, 0.08393, -0.81041], [-0.26397, -0.34425, 0.27240], [-1.55311, 1.53782, 0.74467], [1.43986, -1.06249, -1.20823], [-3.87387, -0.99342, -0.38317], [-2.25614, -2.00151, -0.50046], [1.63331, 1.24974, 0.81419], [1.35992, 2.18205, -0.50378], [2.69881, 0.96376, -0.54757], [0.09104, 0.56200, -1.63480], [-0.29130, -1.44815, 0.06547], [0.27593, -0.23890, 1.10097], [-2.34040, 2.08449, 0.65478], [2.24736, -0.80573, -1.60809]],
  "mulliken_charge": [-0.525, -0.027, -1.275, 0.490, -0.203, -0.374, -0.481, 0.335, 0.287, 0.358, 0.313, 0.373, 0.248, 0.362, 0.369, 0.398, 0.352],
  "lumo_energy_ev": [-4.786, -4.869],
  "e_homo_ev": [-12.953, -13.932],
  "charge": 1,
  "orbital_gap_ev": [8.17, 9.06],
  "e_above_lowest_kj_mol": 745.3
}



Entry 3:
{
  "formula": "C29H50O9S6",
  "method": "wB97M-V/def2-TZVPD",
  "symbols": ["C", "C", "C", "O", "C", "C", "C", "C", "C", "C", "C", "O", "C", "C", "C", "C", "C", "C", "C", "O", "H", "H", "H", "H", "H", "H", "H", "H", "H", "H", "H", "H", "H", "H", "C", "S", "O", "C", "H", "H", "H", "H", "H", "H", "C", "S", "O", "C", "H", "H", "H", "H", "H", "H", "C", "S", "O", "C", "H", "H", "H", "H", "H", "H", "C", "S", "O", "C", "H", "H", "H", "H", "H", "H", "C", "S", "O", "C", "H", "H", "H", "H", "H", "H", "C", "S", "O", "C", "H", "H", "H", "H", "H", "H"],
  "positions_angstrom": [[5.39250, 2.65275, 0.92614], [5.66516, 4.22969, 0.44098], [5.31888, 5.33520, 1.60142], [4.38353, 6.41076, 1.14977], [3.00788, 5.86070, 1.30860], [2.10987, 5.96399, 2.68955], [0.58615, 5.29078, 2.83937], [0.01185, 4.49850, 1.52393], [0.90854, 4.39037, 0.12489], [2.39890, 5.06215, -0.00457], [0.29531, 3.53959, -1.17778], [0.47023, 3.95621, -2.43565], [-0.49848, 2.12964, -0.75625], [-0.36144, 0.71683, -1.61244], [-1.17681, -0.58416, -1.02379], [-2.12538, -0.51840, 0.35186], [-2.24874, 0.91860, 1.19680], [-1.41900, 2.25642, 0.63416], [-1.46149, 3.70962, 1.46109], [-2.58529, 4.21559, 1.99019], [4.84162, 2.59182, 1.96578], [6.43212, 2.07731, 0.96144], [4.73336, 2.05483, 0.13659], [6.81957, 4.31862, 0.20764], [5.05339, 4.36057, -0.55368], [6.33972, 5.88952, 1.86990], [4.82583, 4.88326, 2.57427], [2.54830, 6.53206, 3.63780], [-0.04063, 5.33881, 3.84114], [3.00756, 4.96721, -0.99969], [0.30327, 0.73951, -2.57723], [-1.08172, -1.60829, -1.58639], [-2.67594, -1.50566, 0.70284], [-2.90870, 0.96301, 2.18728], [-6.54465, -1.14845, 1.46544], [-6.59071, -2.22918, 0.01574], [-5.28408, -2.96293, -0.04170], [-6.52269, -0.90041, -1.21003], [-6.54068, -1.77167, 2.36356], [-5.64035, -0.53559, 1.44658], [-7.43115, -0.50990, 1.47346], [-5.61991, -0.30246, -1.06433], [-7.40994, -0.27007, -1.11563], [-6.50282, -1.34827, -2.20654], [2.73595, -3.90238, -3.44851], [0.95879, -4.23785, -3.47839], [0.24928, -2.91926, -3.39544], [0.88488, -4.99937, -1.83907], [3.00782, -3.38632, -4.37306], [2.98250, -3.26759, -2.59413], [3.28474, -4.84510, -3.38688], [1.24552, -4.29735, -1.08351], [1.49332, -5.90665, -1.82958], [-0.15432, -5.25976, -1.62395], [4.04837, -5.17069, -8.67545], [4.24084, -3.83491, -7.47113], [3.89462, -4.39052, -6.12191], [2.82366, -2.86497, -8.03995], [4.81665, -5.92447, -8.48417], [3.06085, -5.62690, -8.57346], [4.17626, -4.77350, -9.68519], [1.91134, -3.46293, -7.97740], [2.99125, -2.54220, -9.07009], [2.72463, -1.98611, -7.39822], [9.51205, -0.92947, 2.45585], [8.47266, 0.28440, 3.30315], [7.57329, 0.90398, 2.27542], [9.80206, 1.46306, 3.64406], [8.87809, -1.75217, 2.11484], [9.99986, -0.46771, 1.59414], [10.26224, -1.31594, 3.14978], [10.27239, 1.77760, 2.70938], [10.54269, 0.99931, 4.29969], [9.37313, 2.33477, 4.14422], [-9.22970, 2.52549, 2.16793], [-10.28237, 1.13105, 1.69979], [-9.58848, 0.39329, 0.59381], [-11.59185, 2.12901, 0.95007], [-8.31900, 2.13408, 2.62888], [-8.96511, 3.10827, 1.28245], [-9.75668, 3.15533, 2.88855], [-11.18212, 2.73651, 0.13960], [-12.04253, 2.77146, 1.71007], [-12.35369, 1.45656, 0.54830], [-2.73082, -4.44548, 4.97611], [-2.79720, -3.97196, 3.23166], [-2.41479, -2.52465, 3.14215], [-4.59728, -4.06932, 3.08008], [-1.68857, -4.41665, 5.30464], [-3.31854, -3.74665, 5.57605], [-3.11829, -5.46017, 5.09427], [-5.07046, -3.39387, 3.79678], [-4.92433, -5.09614, 3.25934], [-4.87660, -3.77369, 2.06587]],
  "mulliken_charge": [-0.675, -0.188, -0.493, -0.404, 0.053, -0.292, -0.492, 0.294, 0.301, -0.338, 0.146, -0.534, 0.316, -0.529, -0.404, -0.096, -0.592, 0.358, 0.180, -0.539, 0.222, 0.187, 0.226, 0.345, 0.126, 0.249, 0.316, 0.300, 0.315, 0.366, 0.358, 0.349, 0.297, 0.298, -0.238, 0.431, -0.588, -0.831, 0.251, 0.116, -0.015, 0.279, 0.288, 0.339, -0.877, 0.497, -0.593, -0.974, 0.178, 0.402, 0.360, 0.298, 0.366, 0.331, -0.943, 0.444, -0.543, -0.935, 0.311, 0.301, 0.374, 0.294, 0.393, 0.314, -0.950, 0.426, -0.559, -0.917, 0.306, 0.303, 0.379, 0.300, 0.362, 0.306, -0.942, 0.442, -0.566, -0.952, 0.300, 0.319, 0.378, 0.310, 0.379, 0.319, -0.977, 0.463, -0.561, -0.609, 0.327, 0.298, 0.366, 0.277, 0.405, 0.008],
  "lumo_energy_ev": -0.892,
  "e_homo_ev": -8.052,
  "orbital_gap_ev": 7.16
}



Entry 4:
{
  "formula": "C4H5NO2",
  "method": "wB97M-V/def2-TZVPD",
  "symbols": ["O", "C", "C", "C", "N", "C", "O", "H", "H", "H", "H", "H"],
  "positions_angstrom": [[0.86036, -0.48761, 2.52427], [1.11152, -0.12586, 1.40076], [0.19158, -0.54579, 0.26572], [-1.02689, 0.40792, 0.10011], [-1.06763, 0.71639, -1.32855], [-0.05230, 0.16082, -1.83395], [0.80247, -0.53485, -1.03407], [1.97278, 0.54480, 1.21574], [-0.12180, -1.56874, 0.49187], [-1.96069, -0.07094, 0.40282], [-0.92395, 1.33081, 0.68186], [0.21456, 0.17303, -2.88659]],
  "mulliken_charge": [-0.451, -0.180, 0.445, -0.562, -0.487, 0.055, -0.405, 0.367, 0.245, 0.282, 0.303, 0.389],
  "smiles": "O=C[C@H]1CN=CO1",
  "lumo_energy_ev": 0.756,
  "e_homo_ev": -9.967,
  "orbital_gap_ev": 10.72,
  "e_above_lowest_kj_mol": 123.3
}



Entry 5:
{
  "formula": "C4H12O2S2",
  "method": "wB97M-V/def2-TZVPD",
  "symbols": ["C", "C", "O", "C", "S", "S", "C", "H", "H", "H", "H", "H", "H", "H", "H", "H", "H", "H", "H", "O"],
  "positions_angstrom": [[-0.04042, -1.38780, -0.34212], [-0.35975, -0.45474, -1.52222], [-0.40629, -1.24197, -2.72599], [1.45696, -1.50554, -0.07932], [2.13184, -0.04235, 0.74882], [1.23329, 1.65541, 0.20885], [0.78240, 2.52365, 1.72289], [-0.54003, -1.09194, 0.58745], [-0.41715, -2.34103, -0.70103], [-1.30280, 0.06108, -1.41982], [0.40550, 0.29551, -1.77477], [0.44920, -1.65740, -2.88789], [1.98712, -1.67690, -1.00240], [1.71442, -2.25499, 0.66551], [1.28485, 2.13402, 2.60754], [1.06753, 3.54712, 1.55087], [-0.29076, 2.38015, 1.82776], [-3.67003, 0.52017, 1.27182], [-2.73973, -0.05746, 0.27655], [-2.74614, 0.59503, 0.98750]],
  "lowdin_spin": [0.012, 0.008, 0.004, 0.057, 0.402, 0.418, 0.055, 0.000, 0.003, 0.000, 0.005, 0.000, 0.008, 0.006, 0.002, 0.002, 0.019, 0.000, 0.000, 0.000],
  "lumo_energy_ev": [-3.959, -7.658],
  "multiplicity": 2,
  "e_homo_ev": [-14.038, -14.057],
  "s_squared": 0.75,
  "charge": 1,
  "orbital_gap_ev": [10.08, 6.40],
  "e_above_lowest_kj_mol": 0.0
}



no.,DFT total energy (eV)
1,-78211.1288
2,-9881.8631
3,-114297.6377
4,-9813.0372
5,-30099.4898